Formula: C39H43BO4S2
Source: the OMol25 dataset
Level of theory: ωB97M-V/def2-TZVPD

## Properties
- Orbital gap: 5.52 eV
- LUMO energy: -0.624 eV
- Energy relative to the best compared isomer or geometry (same formula, charge and spin): 255.1 kJ/mol
- E_HOMO: -6.14 eV

The geometry in XYZ format:
```
89
C39H43BO4S2 ωB97M-V/def2-TZVPD
C 5.12 5.22 2.51
O 5.03 4.64 1.18
C 4.18 3.59 1.05
C 4.04 2.99 -0.22
C 3.16 1.93 -0.41
C 2.44 1.41 0.68
C 1.46 0.25 0.53
C 0.46 0.34 -0.58
C -0.26 -0.64 -1.25
C 0.49 -1.27 -2.36
C 0.56 -2.67 -2.58
C 1.39 -3.20 -3.57
C 2.15 -2.35 -4.40
C 2.03 -0.96 -4.24
C 1.18 -0.43 -3.27
B 0.34 0.71 1.56
O -0.08 2.02 1.61
C -1.42 1.97 2.18
C -1.46 3.25 3.01
C -2.40 2.01 0.99
C -1.44 0.54 2.90
C -0.87 0.57 4.31
C -2.77 -0.19 2.90
O -0.49 -0.22 2.14
C 1.93 -1.06 1.14
C 2.96 -1.01 2.10
C 3.08 -1.98 3.08
C 2.17 -3.05 3.07
O 1.95 -3.60 4.30
C 0.87 -4.52 4.45
C 1.36 -3.29 1.94
C 1.24 -2.28 0.99
C 2.56 2.04 1.94
C 3.44 3.09 2.15
H 5.81 6.05 2.39
H 4.14 5.59 2.86
H 5.52 4.49 3.22
H 4.63 3.39 -1.04
H 3.05 1.47 -1.39
H 0.46 1.35 -1.02
H -1.11 -1.16 -0.79
H -0.06 -3.34 -1.98
H 1.45 -4.28 -3.72
H 2.87 -2.77 -5.10
H 2.60 -0.29 -4.89
H 1.05 0.65 -3.19
H -2.32 3.38 3.68
H -0.54 3.33 3.60
H -1.48 4.10 2.31
H -3.46 2.04 1.31
H -2.24 2.90 0.38
H -2.28 1.14 0.32
H -1.58 1.02 5.01
H -0.67 -0.47 4.61
H 0.07 1.14 4.34
H -3.48 0.41 3.49
H -3.19 -0.36 1.90
H -2.67 -1.16 3.40
H 3.60 -0.13 2.16
H 3.70 -1.81 3.95
H 0.87 -4.72 5.51
H -0.10 -4.09 4.16
H 1.06 -5.43 3.88
H 0.69 -4.16 1.91
H 0.57 -2.44 0.14
H 1.99 1.69 2.81
H 3.51 3.51 3.15
C -6.18 0.97 -1.47
C -4.94 0.17 -1.41
C -4.76 -1.19 -1.14
C -3.50 -1.69 -1.49
C -2.74 -0.74 -2.21
C -2.14 -0.98 -3.44
C -2.00 -2.20 -4.07
C -1.48 -2.04 -5.37
C -1.16 -0.73 -5.67
C -0.41 -0.26 -6.86
S -1.62 0.36 -4.42
S -3.50 0.85 -2.07
H -7.05 0.39 -1.14
H -6.11 1.86 -0.84
H -6.35 1.33 -2.50
H -5.59 -1.80 -0.77
H -3.15 -2.71 -1.30
H -2.29 -3.13 -3.57
H -1.27 -2.87 -6.04
H -0.51 -1.01 -7.65
H -0.78 0.71 -7.19
H 0.65 -0.16 -6.60
```

---

Formula: C39H43F11INO35
Source: the OMol25 dataset
Level of theory: ωB97M-V/def2-TZVPD

## Properties
- Orbital gap: 9.24 eV
- LUMO energy: -0.113 eV
- E_HOMO: -9.36 eV

The geometry in XYZ format:
```
130
C39H43F11INO35 ωB97M-V/def2-TZVPD
C -1.02 -4.10 -4.85
C -0.51 -2.97 -3.98
O -0.07 -3.54 -2.74
C 0.88 -2.79 -2.10
I 2.85 -2.76 -2.97
C 0.38 -1.40 -1.70
N -0.69 -1.72 -0.72
C -0.61 -3.07 -0.38
O -1.46 -3.76 0.01
C 0.88 -3.41 -0.69
H -0.86 -3.92 -5.90
H -0.46 -4.98 -4.57
H -2.05 -4.33 -4.64
H -1.37 -2.34 -3.76
H 0.26 -2.39 -4.47
H 0.10 -0.73 -2.50
H 1.13 -0.92 -1.08
H -1.57 -1.42 -1.13
H 1.61 -2.96 -0.04
H 0.98 -4.48 -0.82
O 3.05 -0.23 5.24
C 2.38 -0.90 4.54
O 1.25 -0.47 3.90
C 0.82 -1.53 3.04
C 1.42 -2.74 3.69
F 1.72 -3.69 2.77
O 2.62 -2.22 4.25
H 1.20 -1.36 2.03
H -0.26 -1.57 3.00
H 0.81 -3.19 4.48
O 5.88 -2.20 -4.01
C 5.98 -1.03 -3.90
O 4.96 -0.15 -3.95
C 5.47 1.15 -3.62
C 6.93 1.00 -3.97
F 7.72 1.74 -3.16
O 7.16 -0.38 -3.70
H 5.32 1.34 -2.56
H 4.97 1.92 -4.20
H 7.18 1.21 -5.01
O -3.18 2.91 4.84
C -2.00 2.95 4.98
O -1.27 2.02 5.65
C 0.12 2.34 5.47
C 0.05 3.81 5.16
F 1.04 4.20 4.31
O -1.20 3.94 4.50
H 0.52 1.76 4.65
H 0.69 2.13 6.37
H 0.06 4.46 6.04
O -2.95 -1.97 -5.63
C -2.89 -0.79 -5.57
O -3.95 0.04 -5.69
C -3.49 1.38 -5.40
C -2.01 1.27 -5.70
F -1.27 2.08 -4.91
O -1.73 -0.09 -5.37
H -3.68 1.61 -4.36
H -3.99 2.10 -6.03
H -1.74 1.45 -6.74
O -4.37 3.38 -3.08
C -5.25 3.91 -3.66
O -6.55 3.84 -3.30
C -7.29 4.70 -4.18
C -6.39 4.78 -5.38
F -6.47 5.97 -6.01
O -5.10 4.65 -4.80
H -7.44 5.68 -3.71
H -8.26 4.27 -4.42
H -6.53 3.98 -6.11
O -4.92 -2.53 6.46
C -4.36 -1.79 5.71
O -4.96 -0.82 4.99
C -3.93 -0.06 4.34
C -2.80 -1.05 4.30
F -1.59 -0.42 4.38
O -3.01 -1.82 5.47
H -3.69 0.82 4.93
H -4.25 0.26 3.35
H -2.80 -1.71 3.43
O -9.30 2.43 -5.34
C -8.75 1.61 -6.01
O -9.28 0.43 -6.39
C -8.35 -0.20 -7.28
C -7.05 0.46 -6.90
F -6.22 0.59 -7.96
O -7.47 1.75 -6.48
H -8.64 0.03 -8.31
H -8.34 -1.28 -7.14
H -6.51 -0.03 -6.09
O 5.31 3.36 -1.21
C 5.74 2.91 -0.21
O 5.82 1.58 0.07
C 6.53 1.43 1.30
C 6.31 2.77 1.95
F 7.36 3.14 2.72
O 6.22 3.64 0.83
H 7.59 1.24 1.10
H 6.13 0.60 1.89
H 5.40 2.85 2.54
O 11.70 -1.75 -0.64
C 11.01 -2.30 -1.42
O 9.92 -1.75 -2.01
C 9.43 -2.68 -2.98
C 9.98 -3.99 -2.48
F 10.27 -4.84 -3.49
O 11.19 -3.59 -1.85
H 9.83 -2.42 -3.97
H 8.34 -2.66 -3.03
H 9.34 -4.49 -1.75
O 2.96 3.90 6.85
C 3.04 5.08 6.86
O 1.98 5.92 6.75
C 2.45 7.26 6.94
C 3.91 7.12 6.58
F 4.69 7.97 7.29
O 4.20 5.79 6.96
H 2.32 7.55 7.98
H 1.92 7.96 6.30
H 4.13 7.25 5.51
O -6.80 -8.37 8.15
C -6.30 -7.63 7.37
O -5.89 -6.36 7.64
C -5.22 -5.86 6.49
C -5.80 -6.72 5.39
F -4.90 -6.94 4.40
O -6.06 -7.94 6.06
H -4.14 -6.01 6.60
H -5.42 -4.80 6.35
H -6.72 -6.34 4.96
```

---

Formula: C39H43GaNO7PS3
Source: the OMol25 dataset
Level of theory: ωB97M-V/def2-TZVPD

## Properties
- Orbital gap: 5.63 eV
- LUMO energy: 3.290 eV
- Energy relative to the best compared isomer or geometry (same formula, charge and spin): 0.0 kJ/mol
- Net charge: -2
- E_HOMO: -2.34 eV

The geometry in XYZ format:
```
95
C39H43GaNO7PS3 ωB97M-V/def2-TZVPD
Ga 1.59 -0.04 -0.46
C 3.01 -2.43 3.16
C 2.45 -1.17 3.87
C 1.82 -1.57 5.20
P 1.51 -0.20 2.58
C 1.40 1.47 3.35
C 2.74 2.12 2.99
C 1.18 1.64 4.86
C -0.14 -0.93 2.49
C -0.99 -1.08 3.60
C -2.16 -1.83 3.57
C -3.03 -2.03 4.77
C -2.49 -2.42 2.32
C -1.68 -2.29 1.22
C -0.48 -1.52 1.23
N 0.27 -1.45 0.10
C 0.01 -2.42 -0.95
C -0.94 -2.18 -1.96
C -1.90 -1.05 -1.86
C -1.03 -3.07 -3.05
C -0.28 -4.25 -3.12
C -0.37 -5.18 -4.31
C 0.58 -4.49 -2.06
C 0.73 -3.62 -0.99
C 1.63 -4.03 0.15
H 3.72 -2.94 3.84
H 3.51 -2.16 2.22
H 2.18 -3.11 2.97
H 3.31 -0.51 4.09
H 1.00 -2.28 5.03
H 1.47 -0.77 5.83
H 2.61 -2.09 5.75
H 0.63 1.98 2.78
H 3.57 1.56 3.43
H 2.76 3.14 3.35
H 2.90 2.16 1.89
H 1.99 1.17 5.42
H 0.26 1.17 5.17
H 1.14 2.69 5.16
H -0.66 -0.61 4.54
H -2.55 -1.61 5.66
H -3.18 -3.08 4.99
H -3.99 -1.53 4.69
H -3.40 -3.01 2.28
H -1.96 -2.83 0.30
H -2.72 -1.31 -1.18
H -2.36 -0.86 -2.84
H -1.42 -0.12 -1.54
H -1.74 -2.85 -3.85
H -0.88 -4.70 -5.13
H -0.93 -6.07 -4.04
H 0.63 -5.47 -4.67
H 1.14 -5.40 -2.07
H 1.99 -5.04 -0.02
H 1.05 -4.00 1.06
H 2.43 -3.30 0.26
O 2.18 -2.31 -8.21
C 1.42 -1.21 -8.00
O 0.89 -0.68 -8.94
C 1.30 -0.74 -6.59
C 0.60 0.46 -6.37
C 0.48 0.98 -5.12
C 1.07 0.32 -4.01
S 0.90 1.09 -2.46
C 1.75 -0.88 -4.23
C 1.86 -1.39 -5.50
H 2.51 -2.62 -7.36
H 0.18 0.96 -7.25
H -0.04 1.91 -4.94
H 2.23 -1.39 -3.38
H 2.42 -2.33 -5.63
O 4.89 -0.21 -1.77
S 4.11 -0.69 -0.64
O 2.85 -1.44 -1.14
O 3.36 0.49 0.00
O 4.80 -1.45 0.38
C -6.01 7.93 1.40
C -4.72 7.12 1.24
O -4.34 6.34 2.08
S -3.86 7.36 -0.29
C -2.65 6.07 -0.17
C -1.58 6.12 0.72
C -0.77 4.99 0.89
C -1.00 3.82 0.15
C -2.06 3.82 -0.76
C -2.85 4.92 -0.94
C -0.16 2.63 0.25
C 0.50 1.62 0.19
H -6.07 8.27 2.44
H -6.86 7.32 1.14
H -6.00 8.80 0.73
H -1.42 6.99 1.31
H 0.04 5.00 1.61
H -2.22 2.87 -1.29
H -3.68 4.89 -1.64
```

---

Formula: C39H44AsBiN2O2PS2
Source: the OMol25 dataset
Level of theory: ωB97M-V/def2-TZVPD

## Properties
- Orbital gap: 7.92 eV
- LUMO energy: -8.056 eV
- Net charge: +3
- E_HOMO: -15.98 eV

The geometry in XYZ format:
```
92
C39H44AsBiN2O2PS2 ωB97M-V/def2-TZVPD
Bi -0.46 -0.61 -1.21
O -0.33 0.08 0.78
P 0.65 -0.13 2.00
C 1.73 1.27 2.09
C 2.26 1.65 3.33
C 3.12 2.74 3.40
C 3.43 3.45 2.25
C 2.90 3.07 1.02
C 2.06 1.98 0.93
C -0.30 -0.23 3.49
C -1.04 0.90 3.88
C -1.77 0.86 5.06
C -1.75 -0.28 5.86
C -1.01 -1.39 5.48
C -0.28 -1.37 4.30
C 1.55 -1.64 1.76
C 0.87 -2.79 1.38
C 1.53 -4.01 1.34
C 2.87 -4.08 1.71
C 3.55 -2.93 2.09
C 2.90 -1.71 2.13
H 2.00 1.11 4.23
H 3.53 3.03 4.35
H 4.09 4.30 2.31
H 3.16 3.63 0.12
H 1.65 1.68 -0.03
H -1.03 1.79 3.28
H -2.34 1.73 5.37
H -2.31 -0.30 6.78
H -0.99 -2.27 6.10
H 0.30 -2.23 4.01
H -0.20 -2.76 1.16
H 1.00 -4.91 1.05
H 3.38 -5.03 1.70
H 4.59 -3.00 2.38
H 3.43 -0.82 2.43
O 1.79 -0.54 -1.38
S 2.64 -0.14 -2.63
C 3.99 0.77 -1.99
C 4.26 2.00 -2.58
C 5.38 2.71 -2.16
C 6.20 2.18 -1.17
C 5.91 0.95 -0.58
C 4.81 0.23 -0.99
C 3.36 -1.68 -3.13
C 3.95 -1.70 -4.39
C 4.58 -2.87 -4.80
C 4.59 -3.98 -3.96
C 3.98 -3.94 -2.72
C 3.36 -2.77 -2.28
H 3.61 2.39 -3.36
H 5.62 3.66 -2.62
H 7.08 2.73 -0.86
H 6.56 0.56 0.18
H 4.58 -0.74 -0.56
H 3.93 -0.84 -5.04
H 5.04 -2.92 -5.78
H 5.08 -4.89 -4.29
H 3.99 -4.81 -2.08
H 2.88 -2.72 -1.31
N -2.94 -0.31 -1.01
C -3.99 -0.81 -0.89
N -5.14 -1.39 -0.79
C -5.90 -1.39 0.49
C -7.08 -0.44 0.37
C -7.95 -0.81 -0.83
C -7.13 -0.82 -2.12
C -5.93 -1.75 -2.00
H -5.22 -1.14 1.30
H -6.24 -2.41 0.64
H -6.70 0.59 0.26
H -7.65 -0.47 1.30
H -8.78 -0.11 -0.92
H -8.38 -1.80 -0.66
H -6.78 0.19 -2.35
H -7.74 -1.15 -2.96
H -5.28 -1.72 -2.87
H -6.25 -2.79 -1.85
C -3.58 2.37 -2.89
As -2.16 2.81 -1.70
C -2.63 2.69 0.15
C -1.68 4.62 -2.06
S -0.34 1.72 -2.20
H -4.44 2.98 -2.61
H -3.82 1.31 -2.84
H -3.23 2.64 -3.88
H -3.71 2.85 0.23
H -2.10 3.50 0.66
H -2.35 1.73 0.57
H -2.55 5.24 -1.86
H -1.39 4.72 -3.10
H -0.86 4.92 -1.41
```